# C52H36N4PtTe

A structure of composition C52H36N4PtTe (the ωB97M-V functional and the def2-TZVPD basis, OMol25).

CARTESIAN COORDINATES (ANGSTROEM)
Pt  0.63383  -0.03025  0.62663
C  -6.74743  -1.11515  2.57807
C  -6.36706  0.02795  1.88950
C  -5.03686  0.22391  1.54899
C  -4.07120  -0.71958  1.88829
C  -4.46142  -1.86183  2.58225
C  -5.79110  -2.05865  2.92533
C  -2.64296  -0.51326  1.51212
C  -1.95387  0.53049  2.12112
C  -2.51607  1.40447  3.11714
C  -1.56599  2.30998  3.43142
C  -0.40664  1.99895  2.63903
N  -0.66499  0.90174  1.86285
C  0.78427  2.70813  2.68325
C  1.92373  2.37554  1.96055
C  3.14546  3.13299  1.98264
C  4.01923  2.49844  1.17226
C  3.34062  1.34839  0.63974
C  3.91264  0.44416  -0.24757
C  5.34225  0.64659  -0.62168
C  5.68037  1.11891  -1.88645
C  7.00949  1.30908  -2.23496
C  8.01543  1.02758  -1.32170
C  7.68643  0.55772  -0.05820
C  6.35692  0.36930  0.28998
C  3.24212  -0.62938  -0.81336
N  1.92588  -0.95346  -0.61941
C  1.67176  -2.05102  -1.39036
C  0.45166  -2.70940  -1.50501
C  0.37222  -3.85790  -2.45195
C  0.48838  -3.64324  -3.82339
C  0.41539  -4.70445  -4.71337
C  0.22745  -5.99622  -4.24163
C  0.11578  -6.21975  -2.87694
C  0.18795  -5.15700  -1.98828
C  -0.69421  -2.36322  -0.80130
C  -1.96929  -3.01630  -0.95016
C  -2.82848  -2.40586  -0.11074
C  -2.09482  -1.36584  0.56345
N  -0.80447  -1.35064  0.11050
C  2.87414  -2.44757  -2.07527
C  3.83921  -1.57386  -1.72010
N  2.06605  1.30106  1.12901
C  0.84785  3.90566  3.56956
C  1.56182  3.86252  4.76360
C  1.61735  4.97464  5.59081
C  0.95974  6.14268  5.23216
C  0.24710  6.19375  4.04249
C  0.19123  5.08089  3.21601
H  -7.78500  -1.26935  2.84430
H  -7.10735  0.76883  1.61564
H  -4.73762  1.11732  1.01364
H  -3.71266  -2.59604  2.85337
H  -6.07982  -2.95003  3.46727
H  -3.51042  1.31802  3.52090
H  -1.62505  3.11404  4.14557
H  3.29917  4.03888  2.54444
H  5.03105  2.78106  0.93499
H  4.89184  1.34027  -2.59543
H  7.25922  1.67976  -3.22072
H  9.05255  1.17499  -1.59349
H  8.46662  0.33481  0.65810
H  6.09673  0.00109  1.27489
H  0.64471  -2.63497  -4.18874
H  0.50621  -4.52259  -5.77661
H  0.16984  -6.82511  -4.93495
H  -0.02442  -7.22510  -2.50122
H  0.10525  -5.33057  -0.92218
H  -2.17444  -3.82191  -1.63464
H  -3.87642  -2.60951  0.02699
H  2.95704  -3.29771  -2.73105
H  4.87186  -1.56422  -2.02548
H  2.07102  2.94821  5.04281
H  2.17319  4.92732  6.51838
H  1.00286  7.01040  5.87748
H  -0.26516  7.10293  3.75509
H  -0.36141  5.11829  2.28505
C  -0.73354  0.50293  -3.01644
Te  -0.90501  2.47175  -2.19359
C  -2.74289  1.74513  -1.37311
C  -3.09629  0.51888  -2.17707
C  -4.37804  -0.02473  -2.13677
C  -4.69966  -1.13826  -2.89629
C  -3.73500  -1.72439  -3.70196
C  -2.45406  -1.19813  -3.73591
C  -2.12411  -0.07677  -2.97978
H  -0.03838  -0.07810  -2.40892
H  -0.35496  0.56099  -4.03530
H  -3.51222  2.51079  -1.45453
H  -2.58721  1.50533  -0.32033
H  -5.13367  0.43803  -1.51347
H  -5.70398  -1.54149  -2.86592
H  -3.97876  -2.59151  -4.30286
H  -1.69851  -1.66128  -4.35908

Values from the calculation:
**Electronic energy**: -2609.63675 Ha
**Frontier orbital gap**: 6.12 eV
**Maximum force**: 0.127 eV/Å

Let us look at the Mulliken charges, expressed in e, one per atom: number 1, Pt, carries 1.20; number 2, C, carries -0.46; number 3, C, carries -0.99; number 4, C, carries 0.19; number 5, C, carries -0.71; number 6, C, carries -0.28; number 7, C, carries -0.80; number 8, C, carries 0.67; number 9, C, carries 0.90; number 10, C, carries -1.30; number 11, C, carries -1.38; number 12, C, carries 0.35; number 13, N, carries -0.47; number 14, C, carries 1.61; number 15, C, carries 0.49; number 16, C, carries -1.32; number 17, C, carries -1.19; number 18, C, carries 0.53; number 19, C, carries 1.46; number 20, C, carries -0.84; number 21, C, carries 0.11; number 22, C, carries -0.85; number 23, C, carries -0.37; number 24, C, carries -0.84; number 25, C, carries 0.14; number 26, C, carries 0.49; number 27, N, carries -0.50; number 28, C, carries 0.95; number 29, C, carries 1.03; number 30, C, carries -0.78; number 31, C, carries 0.05; number 32, C, carries -1.08; number 33, C, carries -0.43; number 34, C, carries -0.83; number 35, C, carries -0.15; number 36, C, carries 0.95; number 37, C, carries -1.61; number 38, C, carries -1.63; number 39, C, carries 1.22; number 40, N, carries -0.70; number 41, C, carries -1.35; number 42, C, carries -1.37; number 43, N, carries -0.60; number 44, C, carries -0.82; number 45, C, carries 0.15; number 46, C, carries -0.83; number 47, C, carries -0.37; number 48, C, carries -0.84; number 49, C, carries 0.11; number 50, H, carries 0.40; number 51, H, carries 0.42; number 52, H, carries 0.66; number 53, H, carries 0.47; number 54, H, carries 0.41; number 55, H, carries 0.54; number 56, H, carries 0.49; number 57, H, carries 0.46; number 58, H, carries 0.46; number 59, H, carries 0.46; number 60, H, carries 0.38; number 61, H, carries 0.38; number 62, H, carries 0.38; number 63, H, carries 0.45; number 64, H, carries 0.65; number 65, H, carries 0.42; number 66, H, carries 0.40; number 67, H, carries 0.41; number 68, H, carries 0.47; number 69, H, carries 0.53; number 70, H, carries 0.54; number 71, H, carries 0.53; number 72, H, carries 0.49; number 73, H, carries 0.45; number 74, H, carries 0.38; number 75, H, carries 0.38; number 76, H, carries 0.39; number 77, H, carries 0.49; number 78, C, carries -0.73; number 79, Te, carries 0.07; number 80, C, carries -0.78; number 81, C, carries 0.68; number 82, C, carries -0.73; number 83, C, carries -0.84; number 84, C, carries -0.78; number 85, C, carries -0.64; number 86, C, carries 0.94; number 87, H, carries -0.09; number 88, H, carries 0.69; number 89, H, carries 0.70; number 90, H, carries -0.01; number 91, H, carries 0.44; number 92, H, carries 0.42; number 93, H, carries 0.44; number 94, H, carries 0.41